DFT (the ωB97M-V functional and the def2-TZVPD basis) results for a structure of composition C35H40N8OPdS.

Geometry as XYZ:
```
86
Properties=species:S:1:pos:R:3:mulliken_charge:R:1
Pd -0.3773 -0.0353 0.8421 0.6627
N -0.9695 -3.8738 2.7291 -0.1683
C -2.3642 -3.9527 3.0053 0.1849
C -2.8516 -4.7424 4.0315 -0.7429
C -4.2198 -4.7718 4.2658 -0.6961
C -5.0815 -3.9885 3.5119 -0.7001
C -4.5820 -3.1684 2.5099 -0.7023
C -3.2215 -3.1780 2.2440 0.8375
S -2.5099 -2.2685 0.9162 -0.1330
N -1.0003 -1.8343 1.6315 -0.3457
C -0.3839 -2.6958 2.3730 0.4559
C 1.0121 -2.4344 2.8471 1.4234
C 1.7222 -3.3496 3.6136 -1.0082
C 3.0227 -3.0433 3.9912 -0.6680
C 3.5693 -1.8370 3.6005 -0.8432
C 2.7814 -0.9767 2.8482 -0.3436
N 1.5378 -1.2628 2.4794 -0.0042
H -0.4039 -4.5195 3.2523 0.1945
H -2.1781 -5.3397 4.6341 0.3830
H -4.6111 -5.4064 5.0487 0.4081
H -6.1450 -4.0158 3.7033 0.4133
H -5.2452 -2.5518 1.9173 0.4767
H 1.3100 -4.2947 3.9355 0.4249
H 3.5927 -3.7444 4.5853 0.4680
H 4.5776 -1.5587 3.8718 0.4318
H 3.1656 -0.0159 2.5247 0.4969
C 0.1571 5.9073 -2.7314 -1.5580
C 1.4065 5.0638 -2.4329 1.9714
C 2.0669 4.6726 -3.7541 -2.0889
C 2.4016 5.8879 -1.6015 -1.5658
C 0.9850 3.8489 -1.6227 0.5071
C 0.3582 4.0027 -0.3853 -0.8232
C -0.0322 2.8978 0.3361 -0.9503
N 0.1681 1.6514 -0.0990 -0.0562
C 0.7850 1.4673 -1.2830 -0.2942
C 1.1944 2.5410 -2.0520 -0.1302
C 0.9978 0.0514 -1.6725 -0.4285
C 1.5417 -0.3395 -2.8829 -0.0587
C 1.7115 -1.6892 -3.1818 0.5384
C 1.3122 -2.6000 -2.2019 -1.1096
C 0.7739 -2.1513 -1.0171 -0.6241
N 0.6175 -0.8529 -0.7513 -0.0162
C 2.2913 -2.1781 -4.4994 1.9161
C 1.2445 -3.0622 -5.1952 -1.5501
C 3.5523 -3.0043 -4.2023 -1.5489
C 2.6619 -1.0231 -5.4284 -2.0925
H 0.4430 6.7835 -3.3135 0.4603
H -0.3247 6.2607 -1.8193 0.3369
H -0.5745 5.3403 -3.3090 0.3780
H 2.3431 5.5759 -4.2967 0.4195
H 1.3911 4.1027 -4.3952 0.4308
H 2.9812 4.0957 -3.5993 0.4301
H 2.7081 6.7659 -2.1700 0.4577
H 3.2957 5.3085 -1.3658 0.3833
H 1.9622 6.2377 -0.6670 0.3413
H 0.1667 4.9837 0.0250 0.5123
H -0.5259 2.9984 1.2919 0.5009
H 1.6843 2.3569 -2.9943 0.5705
H 1.8258 0.4115 -3.6022 0.5781
H 1.4083 -3.6650 -2.3564 0.5005
H 0.4456 -2.8434 -0.2541 0.3947
H 0.9819 -3.9339 -4.5954 0.3343
H 1.6476 -3.4224 -6.1417 0.4539
H 0.3317 -2.5030 -5.4063 0.3783
H 3.3338 -3.8742 -3.5824 0.3319
H 4.3095 -2.4026 -3.6969 0.3728
H 3.9774 -3.3654 -5.1388 0.4593
H 1.7929 -0.4180 -5.6949 0.4320
H 3.0716 -1.4264 -6.3537 0.4189
H 3.4252 -0.3759 -4.9910 0.4271
C -5.1134 2.2479 1.5064 -0.8954
N -3.8912 1.8391 2.2051 0.1200
C -3.7525 1.9760 3.5374 0.0051
C -2.6265 1.5954 4.1853 -1.2530
C -1.5869 1.0326 3.4010 0.7183
N -1.7215 0.9024 2.0768 0.5896
C -2.8770 1.2874 1.4135 0.0536
O -3.0317 1.1795 0.2181 -0.5775
N -0.4448 0.6331 3.9626 -0.1031
H -5.8014 2.6696 2.2334 0.3255
H -5.5642 1.3866 1.0198 0.3095
H -4.8717 2.9878 0.7479 0.3065
H -4.5940 2.4105 4.0597 0.4012
H -2.5271 1.7115 5.2524 0.4673
H -0.3134 0.7193 4.9551 0.2589
H 0.2739 0.1983 3.3978 0.0265
```

Values from the calculation:
E_LUMO (eV): -5.3944
Relative energy (zero: lowest compared OMol25 entry of this formula, charge and spin) (kJ/mol): 0.0
Frontier orbital gap (Ha): 0.278
E (eV): -65218.932
Net charge: +2


DFT (the ωB97M-V functional and the def2-TZVPD basis) results for the molecule C17H23NO5.

Geometry as XYZ:
```
46
Properties=species:S:1:pos:R:3:mulliken_charge:R:1
C 0.9118 3.2720 1.2977 -1.1887
C 0.6599 2.3890 2.5143 -0.2720
C 1.9449 1.9523 3.2208 -0.8605
C 2.9353 1.1748 2.3502 -1.1779
C 2.3407 -0.0587 1.6607 1.3598
C 1.8929 -1.1290 2.6748 -0.9864
C 1.2312 -2.3552 2.0337 -0.9335
C -0.0508 -1.9615 1.3095 0.5078
O -1.1155 -1.8831 1.8812 -0.6577
N 0.1503 -1.6919 -0.0112 0.0292
C -0.7749 -1.3069 -0.9762 0.9722
C -0.2832 -0.9981 -2.2479 -0.3139
C -1.1448 -0.6265 -3.2543 -1.0682
C -2.5179 -0.5557 -3.0163 0.1247
C -3.4044 -0.1654 -4.1306 0.7250
O -3.0242 0.1259 -5.2401 -0.6227
O -4.7050 -0.1692 -3.7859 -0.3015
C -5.6143 0.1880 -4.8132 -0.6513
C -3.0057 -0.8581 -1.7468 -0.8111
C -2.1462 -1.2286 -0.7333 -0.5948
C 3.3379 -0.6899 0.7177 -0.1815
O 3.0327 -1.2812 -0.2933 -0.6546
O 4.6022 -0.5808 1.1105 -0.4377
H 1.5264 4.1277 1.5698 0.3130
H -0.0310 3.6404 0.9006 0.3943
H 1.4162 2.7233 0.5062 0.2507
H 0.0569 2.9468 3.2344 0.4249
H 0.0756 1.5155 2.2193 0.1332
H 1.6775 1.3555 4.0946 0.3569
H 2.4615 2.8429 3.5869 0.4508
H 3.3304 1.8409 1.5812 0.4278
H 3.7754 0.8624 2.9730 0.3944
H 1.4766 0.2380 1.0606 0.1059
H 1.1722 -0.6742 3.3545 0.4800
H 2.7589 -1.4492 3.2586 0.3312
H 1.9166 -2.8579 1.3511 0.3882
H 0.9566 -3.0497 2.8292 0.4625
H 1.1126 -1.7214 -0.3430 0.0360
H 0.7802 -1.0567 -2.4314 0.4443
H -0.7782 -0.3874 -4.2410 0.4395
H -5.4060 1.1986 -5.1716 0.2892
H -6.6071 0.1352 -4.3735 0.2255
H -5.5294 -0.5044 -5.6538 0.2859
H -4.0663 -0.8023 -1.5596 0.4380
H -2.5252 -1.4614 0.2478 0.5362
H 5.1967 -1.0246 0.4839 0.3871
```

Values from the calculation:
E_LUMO (eV): 0.4029
Relative energy (zero: lowest compared OMol25 entry of this formula, charge and spin) (kJ/mol): 17.1
Frontier orbital gap (Ha): 0.328
SMILES: CCCC[C@H](CCC(=O)Nc1ccc(C(=O)OC)cc1)C(=O)O
E (eV): -29731.910
Net charge: 0


DFT (the ωB97M-V functional and the def2-TZVPD basis) results for a cluster of 4 separate species, C6H19NO4 in total.

Geometry as XYZ:
```
30
Properties=species:S:1:pos:R:3:mulliken_charge:R:1
C -0.7206 -1.0444 2.9583 -0.8139
C -0.7142 -1.4363 1.6966 -0.4258
C -1.0962 -0.5234 0.5464 -0.4604
C 0.1116 0.2713 0.0296 0.4463
C -0.3784 1.4336 -0.8433 -0.7748
O -0.7884 2.4740 0.0720 -0.5688
N 1.1498 -0.4662 -0.7077 -0.0989
C 2.0741 -1.2143 0.1419 -0.9437
H -0.4142 -1.6091 3.8287 0.3032
H -1.1530 -0.0917 3.2364 0.2210
H -0.2410 -2.3684 1.4033 0.4742
H -1.5786 -1.1223 -0.2214 -0.0504
H -1.8342 0.1377 0.9960 0.4384
H 0.5588 0.6861 0.9444 0.1131
H -1.2080 1.2718 -1.5183 0.1783
H 0.4378 1.7588 -1.5024 0.4498
H -0.4926 3.3250 -0.2655 0.3321
H 1.7727 0.2275 -1.1130 0.3001
H 2.6850 -1.8728 -0.4819 0.3088
H 2.7758 -0.6319 0.7563 0.3206
H 1.6253 -1.8919 0.8612 0.3036
O 0.6072 3.6077 2.1560 -0.6489
H -0.2833 3.2501 2.2491 0.3386
H 0.9059 3.0804 1.4091 0.3340
O 1.1010 -1.4020 -3.4581 -0.6704
H 0.5913 -0.6344 -3.1957 0.3055
H 1.5588 -1.6795 -2.6587 0.3415
O -2.1192 -1.1045 -2.1712 -0.5694
H -2.0210 -0.7938 -3.0741 0.2610
H -2.9122 -1.6370 -2.0738 0.2552
```

Values from the calculation:
E_LUMO (eV): 0.4449
Relative energy (zero: lowest compared OMol25 entry of this formula, charge and spin) (kJ/mol): 289.3
Frontier orbital gap (Ha): 0.361
SMILES: C=CC[C@H](CO)NC.O.O.O
E (eV): -16208.430
Net charge: 0